51
Properties=species:S:1:pos:R:3:forces:R:3:lowdin_charge:R:1 method="wB97M-V/def2-TZVPD" e_tot_ev=-59993.395 largest_force_ev_per_a=7.2 homo_ha=-0.2078 total_charge=-1 orbital_gap_ha=0.292 spin_multiplicity=1
S 0.72375 2.13152 3.48202 -0.3 5.2 -0.2 0.7072
S 3.12713 2.15635 1.85222 4.5 5.5 0.8 0.6760
F 0.19934 -2.29491 0.71337 0.1 0.0 0.1 0.0580
F -3.50270 1.71529 -0.86676 -0.2 0.1 -0.2 0.0419
O 4.69573 2.15340 2.03303 -4.9 -1.2 -0.1 -0.4594
O 0.08390 2.55617 2.13891 1.8 -1.7 3.5 -0.4293
O -1.68975 0.46349 3.66523 3.9 -1.1 -0.3 -0.0772
O 0.47161 3.17145 4.64184 0.7 -3.9 -3.3 -0.4214
O 0.51756 -0.45509 4.78315 -2.4 0.9 -2.9 0.0416
O 2.80755 3.59315 1.28146 -0.1 -5.5 1.2 -0.4334
N 2.44854 1.86691 3.43443 -1.7 0.1 -3.1 -0.3318
N 2.78850 0.87128 0.70290 1.0 -0.1 -0.3 -0.2005
C -3.37225 1.43167 -3.20427 -0.1 -0.1 0.0 -0.0273
C 0.36163 -4.08869 -0.80894 0.0 0.0 0.1 -0.0191
C -1.81539 2.87336 -2.03862 0.0 0.0 0.1 0.0010
C -0.74245 -2.45086 -2.78560 0.2 -0.4 0.3 -0.0771
C -2.74928 1.73669 -4.41442 0.3 0.2 0.3 -0.0986
C -0.39403 -3.77114 -3.08097 0.0 0.0 0.0 -0.1052
C -1.18526 3.16982 -3.24695 -0.3 -0.3 -0.1 -0.0755
C 3.62565 -0.36342 0.95338 0.6 -2.2 0.2 -0.3270
C 0.00630 -2.77536 -0.52215 -0.1 -0.3 -1.0 -0.2748
C 3.29496 -1.14033 2.36854 -0.1 0.3 -0.2 -0.1298
C -2.23884 0.37917 1.16261 -0.2 -0.4 0.4 -0.0867
C -0.54603 -1.95260 -1.49767 0.0 0.1 0.0 -0.0031
C -1.65398 2.60372 -4.43344 -0.1 -0.1 0.0 -0.1067
C -2.90100 2.00465 -2.02815 0.5 0.2 -0.8 -0.2882
C -1.69083 -0.46075 2.48291 0.1 0.5 -0.9 -0.2055
C 0.15503 -4.59065 -2.09362 -0.1 0.4 0.0 -0.0922
B -0.23826 0.56931 4.03401 -1.2 -1.9 1.0 -0.4707
H 3.10497 1.21620 -0.25110 -0.6 0.0 1.7 0.1059
H -1.46975 3.31151 -1.10819 0.0 -0.1 0.0 0.1274
H 0.18382 -1.33031 4.42571 0.4 1.3 1.0 0.1100
H 2.16302 -0.94571 2.65632 2.5 -0.3 -0.4 0.0585
H 3.42373 -2.30471 2.21194 -0.1 2.4 0.3 0.0707
H -2.35937 -1.39775 2.74583 1.4 1.9 -0.6 0.1359
H -2.38177 1.52896 1.44239 0.5 -2.7 -0.5 0.1052
H -0.81825 -0.93239 -1.24764 0.1 -0.1 0.0 0.0945
H 4.78688 -0.19434 0.89852 -2.3 0.1 0.2 0.1087
H -3.28993 -0.08110 0.83603 2.4 1.1 0.6 0.0865
H -3.11495 1.30003 -5.34047 0.0 0.0 0.2 0.0982
H 3.37818 -1.14802 0.08815 0.3 1.9 1.7 0.1137
H -1.16561 2.83784 -5.37697 -0.1 0.0 0.2 0.0962
H -0.55154 -4.16071 -4.08446 0.0 0.1 0.2 0.0965
H -1.16639 -1.81329 -3.55743 0.1 -0.1 0.2 0.1025
H -4.21895 0.75394 -3.16899 0.1 0.1 0.0 0.1116
H 0.42162 -5.61914 -2.32478 0.0 0.2 0.1 0.1007
H -0.58132 -0.79260 2.24509 -2.3 0.4 0.5 0.1026
H 0.79558 -4.70909 -0.03182 0.0 0.1 0.0 0.1140
H 4.03982 -0.75208 3.21352 -1.9 -0.8 -1.8 0.0948
H -0.33006 3.84112 -3.26371 -0.2 -0.1 0.1 0.1087
H -1.43686 0.28806 0.28365 -1.9 0.3 2.0 0.0722

---

47
Properties=species:S:1:pos:R:3:forces:R:3:lowdin_charge:R:1 method="wB97M-V/def2-TZVPD" e_tot_ev=-51171.938 relative_energy_kcal_mol=29.92 largest_force_ev_per_a=1.9 s_squared=2.00 homo_ha="-0.2313 / -0.2754" orbital_gap_ha="0.233 / 0.276" spin_multiplicity=3
Ti -0.29280 0.64903 0.47213 -0.6 0.5 0.0 0.8249
N 2.29784 0.33683 1.98882 -0.2 -0.1 -0.1 -0.0767
N -1.64700 -1.04055 0.27767 -0.6 -0.3 -0.3 -0.0383
N -2.27127 1.68939 0.32233 -0.8 -0.1 0.1 -0.0684
N 2.38653 -3.42925 -6.18787 0.0 0.1 0.1 0.1348
N 1.62029 0.02805 0.83986 1.8 -0.4 0.5 -0.0844
N 0.21298 0.45867 3.61267 0.1 0.2 -0.2 -0.0711
N -0.71585 0.75033 2.66484 0.2 -0.1 0.7 -0.0351
C 0.25895 0.20730 -2.75023 0.1 -0.1 0.2 -0.3304
C 1.54400 0.36578 -3.30317 0.0 0.0 0.0 -0.0761
C -0.29433 1.12460 -1.74533 0.1 0.0 -0.8 -0.2183
C 2.56063 -0.12779 -0.11047 0.0 -0.1 0.0 -0.1316
C -0.35389 0.40741 4.82051 0.1 -0.1 0.0 -0.0940
C 3.83031 0.08612 0.40644 0.1 0.0 -0.1 -0.0463
C 1.36699 -1.68647 -4.55661 0.1 -0.2 -0.2 -0.2521
C -1.70575 0.67222 4.69575 0.0 0.0 0.1 -0.0547
C -0.45606 -0.92636 -3.18001 -0.1 -0.1 -0.1 -0.0654
C -3.06507 -0.66676 0.49873 0.3 0.0 0.0 -0.2201
C -1.87614 0.87586 3.33636 0.0 0.0 -0.1 -0.1785
C 1.93216 -2.65660 -5.46567 -0.1 0.2 0.2 -0.1966
C 3.60864 0.37745 1.74013 0.0 0.0 0.1 -0.0934
C 0.07776 -1.85379 -4.05610 -0.1 0.0 0.1 -0.0411
C -3.33761 0.72254 -0.05492 0.2 0.1 0.0 -0.2185
C 2.08889 -0.55443 -4.17628 0.1 0.0 0.0 -0.0377
B 1.77167 0.24406 3.46129 0.0 0.0 0.0 -0.3876
H -3.75645 -1.36627 0.03148 -0.1 -0.1 0.0 0.1169
H 2.33880 1.10862 4.09380 -0.1 -0.1 -0.1 0.0704
H -4.32851 1.04453 0.26562 -0.1 0.1 0.0 0.1168
H -1.49387 -1.32084 -0.69081 -0.1 -0.1 0.1 0.0747
H 2.01507 -0.86364 3.89898 -0.1 0.1 -0.1 0.0698
H -3.24789 -0.69874 1.56948 0.0 0.0 0.1 0.0983
H -1.48254 -1.06541 -2.84672 0.0 0.0 0.0 0.0990
H -2.44632 2.09972 1.23134 -0.1 0.1 0.0 0.0612
H -2.27862 2.45510 -0.34009 0.1 0.0 -0.1 0.0913
H 4.30005 0.58980 2.54141 0.0 0.0 -0.1 0.1259
H 3.08044 -0.39767 -4.58286 0.0 0.0 0.0 0.1178
H 2.28787 -0.39444 -1.12106 -0.1 0.1 0.1 0.0908
H -0.50372 -2.71342 -4.36574 0.0 0.0 0.0 0.1155
H 0.24493 0.17926 5.68938 0.0 0.0 -0.1 0.1280
H -1.35663 1.26944 -1.97978 0.0 0.0 0.0 0.0259
H -2.45111 0.70807 5.47275 0.0 0.0 -0.1 0.0955
H -1.39758 -1.83624 0.85193 0.0 -0.1 0.1 0.1065
H -3.35482 0.67474 -1.14296 0.0 0.0 -0.1 0.1084
H -2.80393 1.09574 2.83410 0.0 0.0 0.0 0.0891
H 4.77281 0.03703 -0.11533 -0.1 0.0 0.1 0.0972
H 2.12028 1.24279 -3.02788 0.0 0.0 0.0 0.1148
H 0.19987 2.09820 -1.81786 0.0 0.1 0.0 0.0431

---

46
Properties=species:S:1:pos:R:3:forces:R:3:lowdin_charge:R:1 method="wB97M-V/def2-TZVPD" e_tot_ev=-48044.953 largest_force_ev_per_a=5.2 s_squared=0.75 homo_ha="-0.1910 / -0.2608" orbital_gap_ha="0.195 / 0.259" spin_multiplicity=2
Ca -1.33818 -3.02745 -2.05677 0.3 0.9 0.8 1.0003
O 2.60180 -0.96361 -1.29186 -2.8 -0.5 1.3 0.0771
O 2.89306 -2.45154 -2.82153 1.5 -1.9 -3.2 0.1540
O 0.93711 -2.43601 -1.88014 0.7 0.5 -0.2 -0.0870
O -1.22400 -1.37871 -0.61756 -0.5 0.3 0.4 -0.6483
N -1.34606 1.43740 -0.78249 -0.3 2.6 -0.2 0.0328
N -3.22273 -0.40828 1.39850 -0.3 1.0 -0.5 -0.0090
N 0.61591 -0.55152 1.43432 -0.4 -1.9 2.1 0.0100
C -0.80094 3.64112 -1.08871 0.9 -0.8 0.7 -0.1097
C -2.43131 2.22174 -0.53624 -1.5 0.1 0.7 -0.1629
C -3.84839 1.14957 2.79348 2.2 1.5 0.3 -0.1321
C 4.70328 -1.57366 -4.06764 0.7 -0.1 1.1 0.0070
C 4.13404 -1.83219 -2.62407 2.7 -0.1 -1.5 -0.2760
C 0.71428 0.67778 2.07379 0.5 -2.0 -1.0 -0.1338
C -2.77034 0.77663 1.95026 -2.3 -1.7 1.3 -0.1215
C 3.80578 -0.57867 -1.83037 1.0 -0.8 -3.0 -0.1117
C -2.10351 3.56803 -0.60721 -1.5 -1.0 -0.7 -0.1101
C 0.69292 -1.59239 2.43552 0.3 1.7 -1.8 -0.0921
C 2.05431 -1.98977 -2.04607 -3.0 1.6 3.9 -0.5688
C 1.00295 0.38820 3.38340 0.0 2.9 0.1 -0.1347
C -4.51928 -0.65801 1.73182 -0.8 0.5 1.0 -0.1355
C -4.96168 0.30850 2.68563 1.5 -1.6 -2.3 -0.0907
C -0.36536 2.32529 -1.09055 2.1 -0.2 -0.9 -0.1807
C 1.00405 -0.97865 3.61169 -0.7 -1.3 0.1 -0.1301
H -3.76620 1.95094 3.51282 -0.1 0.2 -0.2 0.0834
H 1.04405 -1.51831 4.54634 0.3 0.3 0.0 0.0962
H -5.93363 0.44801 3.13535 0.2 -0.3 0.0 0.0841
H 4.62784 -0.29130 -1.17482 -0.7 0.1 0.3 0.1571
H -3.38392 1.78453 -0.27587 0.1 0.1 0.0 0.1060
H -2.79084 -0.78989 0.56908 -0.1 -0.5 0.0 0.0797
H -4.99342 -1.49279 1.23712 -0.3 0.1 0.3 0.0941
H -1.09899 -0.90441 0.22739 -0.6 -1.2 -0.7 -0.0741
H 4.62356 -2.46739 -4.68651 -0.3 0.1 0.1 0.0868
H 4.26028 -0.69718 -4.54054 -0.7 -0.3 0.1 0.0838
H 3.63175 0.07621 -2.68415 0.0 1.3 0.8 0.1313
H -1.24132 0.43292 -0.79511 -0.4 -0.3 -0.4 0.0629
H -2.80226 4.38369 -0.49392 0.0 -0.1 0.1 0.0931
H -0.27383 4.56307 -1.28507 0.3 -0.3 0.0 0.0898
H 0.54515 -2.64246 2.23078 0.0 0.2 -0.3 0.0991
H 4.64856 -2.53476 -1.96850 0.8 -0.1 -0.5 0.1640
H 0.59102 1.54120 1.43685 0.2 0.3 0.5 0.0994
H 1.16279 1.20931 4.06651 0.0 -0.3 0.4 0.0931
H 0.32642 -0.76470 0.49047 0.7 0.2 0.0 0.0659
H -1.75671 1.04332 1.68984 -0.3 0.6 0.7 0.0780
H 5.75485 -1.28775 -4.09141 0.2 -0.3 0.5 0.0834
H 0.59702 1.88393 -1.30367 0.2 0.4 -0.2 0.0962